1.
The following is a quantum chemistry calculation of the molecule C4H6O2, from OMol25.

Values from the calculation:
LUMO energy, eV: 0.8
Spin multiplicity: 1
Highest occupied orbital energy, eV: -9.752

Last column: Mulliken charge in e.
Cartesian coordinates (Å):
O 0.759 2.114 0.662  -0.55
C 0.427 1.033 0.237  0.37
C -0.968 0.538 -0.144  -0.34
C -0.781 -0.969 -0.057  -0.46
O 0.562 -1.241 -0.402  -0.37
C 1.368 -0.144 -0.008  -0.31
H -1.172 0.885 -1.167  0.23
H -1.783 0.856 0.508  0.33
H -0.992 -1.286 0.976  0.28
H -1.453 -1.508 -0.730  0.30
H 2.104 0.062 -0.799  0.26
H 1.927 -0.339 0.923  0.26

Cartesian forces, eV/Å:
-0.282 -0.651 -0.299
0.005 0.493 0.114
0.081 0.015 0.047
-0.635 0.092 0.114
0.347 0.043 -0.178
0.247 -0.033 0.056
0.048 -0.150 0.163
0.280 0.364 -0.018
0.083 -0.097 -0.136
0.258 -0.099 0.071
-0.246 0.082 0.220
-0.186 -0.060 -0.155

***

2.
The following is a quantum chemistry calculation of the molecule C2H3NO3, from OMol25.

Values from the calculation:
LUMO energy, eV: -0.5
Spin multiplicity: 1
Highest occupied orbital energy, eV: -10.580

Last column: Mulliken charge in e.
Cartesian coordinates (Å):
N 0.213 -0.619 1.399  -0.53
C -0.564 -0.317 0.311  0.42
O -1.769 -0.766 0.083  -0.53
C -0.159 0.652 -0.714  0.51
O -1.160 1.303 -1.238  -0.47
O 1.249 0.630 -1.026  -0.47
H -0.456 -1.573 1.577  0.37
H 1.313 -0.769 1.239  0.32
H 1.332 1.458 -1.631  0.38

Cartesian forces, eV/Å:
-0.673 -4.256 -0.754
-4.573 -1.421 -1.113
5.344 1.014 2.051
-3.019 3.101 -3.320
6.843 -2.349 1.901
-3.568 2.816 -0.891
3.045 2.668 0.653
-3.507 0.403 0.313
0.108 -1.976 1.159

***

3.
The following is a quantum chemistry calculation of C36H42N6O16S2 as an isolated structure, from OMol25.

Values from the calculation:
LUMO energy, eV: -0.7
Spin multiplicity: 1
Highest occupied orbital energy, eV: -9.611

Last column: Mulliken charge in e.
Cartesian coordinates (Å):
C -3.440 6.537 -0.175  -1.11
C -4.548 5.469 -0.333  -0.48
C -3.926 4.208 -0.994  1.01
C -3.365 4.450 -2.291  0.17
N -2.901 4.691 -3.335  -0.61
H -2.689 6.149 0.510  0.12
H -3.871 7.469 0.194  0.35
H -2.912 6.809 -1.087  0.46
H -5.340 5.917 -0.973  0.39
H -5.019 5.172 0.611  0.27
H -4.605 3.373 -1.148  0.05
H -3.116 3.845 -0.344  -0.57
C 4.132 -1.807 -3.402  -1.03
C 4.744 -2.565 -2.230  -0.17
C 4.412 -4.117 -2.276  -0.48
C 2.968 -4.406 -2.224  0.24
N 1.842 -4.576 -2.350  -0.50
H 4.642 -0.869 -3.455  0.46
H 3.046 -1.714 -3.427  0.16
H 4.414 -2.336 -4.345  0.17
H 4.485 -2.107 -1.268  0.03
H 5.827 -2.497 -2.219  0.46
H 4.925 -4.613 -1.438  0.33
H 4.804 -4.472 -3.237  0.41
C 3.124 -3.712 -7.023  -0.48
C 2.853 -4.916 -6.440  -0.53
C 1.738 -5.075 -5.592  -0.29
C 0.879 -4.020 -5.431  0.34
C 1.155 -2.787 -5.985  -0.47
C 2.259 -2.637 -6.821  -0.57
N -0.323 -4.113 -4.578  1.07
O -0.690 -3.125 -4.014  -0.57
O -0.847 -5.206 -4.463  -0.63
H 3.924 -3.600 -7.768  0.38
H 3.515 -5.732 -6.650  0.42
H 1.526 -6.007 -5.119  0.48
H 0.391 -2.005 -5.929  0.39
H 2.405 -1.733 -7.362  0.44
C -2.157 6.451 3.626  -0.61
C -3.372 5.774 3.491  -0.46
C -3.421 4.467 3.199  -0.43
C -2.229 3.822 3.077  0.20
C -1.000 4.425 3.182  -0.01
C -0.945 5.765 3.473  -0.66
N -2.220 2.347 2.823  0.66
O -3.092 1.934 2.090  -0.36
O -1.396 1.645 3.415  -0.50
H -2.104 7.498 3.924  0.39
H -4.271 6.358 3.618  0.42
H -4.367 3.984 3.042  0.47
H -0.067 3.940 2.956  0.42
H 0.038 6.244 3.595  0.40
C -3.957 -1.773 -1.554  -0.73
C -4.996 -1.259 -2.298  -0.59
C -5.847 -0.355 -1.695  -0.52
C -5.636 0.018 -0.368  0.15
C -4.621 -0.505 0.413  -0.35
C -3.737 -1.379 -0.240  -0.28
N -6.520 1.046 0.254  1.07
O -6.277 1.347 1.418  -0.60
O -7.451 1.507 -0.433  -0.61
H -3.194 -2.369 -2.041  0.56
H -5.136 -1.478 -3.327  0.45
H -6.616 0.149 -2.239  0.48
H -4.485 -0.096 1.404  0.46
H -2.775 -1.692 0.149  0.49
C 1.357 -1.564 -0.234  -0.68
C 1.383 -0.563 0.785  -0.63
C 0.528 0.525 0.699  -0.42
C -0.445 0.540 -0.254  -0.02
C -0.519 -0.420 -1.238  -0.49
C 0.411 -1.460 -1.242  -0.34
N -1.387 1.734 -0.358  1.20
O -1.102 2.732 0.317  -0.65
O -2.295 1.708 -1.165  -0.59
H 1.956 -2.477 -0.202  0.58
H 2.169 -0.601 1.553  0.39
H 0.571 1.364 1.372  0.59
H -1.334 -0.354 -1.949  0.59
H 0.398 -2.168 -2.040  0.41
C -0.103 -0.501 5.061  -0.10
C 0.201 0.856 5.708  0.03
O 1.555 0.797 6.069  -0.39
S 2.330 0.056 4.862  1.15
O 3.452 -0.666 5.397  -0.57
O 2.571 0.897 3.691  -0.54
O 1.141 -0.944 4.595  -0.30
H -0.759 -0.396 4.195  0.12
H -0.535 -1.242 5.706  0.29
H -0.423 0.992 6.608  0.33
H -0.101 1.699 5.077  0.02
C 6.750 -3.259 3.882  -0.42
C 5.288 -2.699 4.405  -0.31
O 4.613 -2.525 3.162  -0.20
S 5.510 -2.730 1.858  1.20
O 6.184 -1.472 1.562  -0.65
O 4.836 -3.468 0.825  -0.50
O 6.536 -3.736 2.563  -0.37
H 7.099 -4.105 4.487  0.32
H 7.532 -2.482 3.899  0.29
H 5.317 -1.734 4.860  0.38
H 4.749 -3.491 4.937  0.25

Cartesian forces, eV/Å:
-0.498 -0.227 0.478
0.198 0.431 -1.349
-0.296 -0.038 1.091
1.448 1.006 -2.802
-0.938 -0.526 1.991
0.139 0.214 0.264
0.109 -0.047 0.307
-0.255 -0.361 -0.294
0.321 -0.546 0.318
0.283 0.188 -0.102
-0.356 -0.034 0.380
-0.268 0.049 -0.204
0.855 -1.259 -0.870
-0.798 -0.899 0.413
0.357 1.131 0.556
0.803 0.345 -0.486
-0.389 -0.074 0.229
-0.148 0.964 -0.099
0.079 0.101 0.394
-0.251 0.298 0.501
-0.379 -0.325 -0.168
0.215 -0.023 -0.410
-0.235 0.049 -0.400
-0.171 -0.225 0.263
-0.092 1.037 -1.043
-0.526 -0.506 0.941
0.531 -0.159 -0.780
0.299 0.641 0.332
-0.482 0.721 -1.044
-0.361 -0.711 0.592
0.527 -1.771 -0.156
-0.460 1.356 0.415
0.166 0.070 -0.240
-0.215 -0.144 0.589
0.076 -0.463 0.152
-0.097 -0.510 0.235
0.515 -0.160 0.255
0.109 0.646 -0.167
0.815 -0.032 0.477
0.372 2.919 0.497
-0.678 -1.255 -0.436
1.230 -1.916 -0.286
0.564 0.110 -0.199
-0.419 0.894 0.215
-0.478 0.233 0.340
0.279 -0.264 0.274
-0.727 0.816 -0.916
-0.318 -0.214 -0.240
-0.210 -0.093 -0.015
-0.113 -0.413 0.043
-0.028 -0.645 0.157
-0.678 -0.080 -0.155
0.714 0.155 -0.083
-0.435 0.435 0.801
0.043 0.550 0.554
-0.362 -0.140 -0.032
0.616 0.001 -0.809
-0.068 0.202 -0.009
-0.843 0.130 -0.404
-0.476 0.071 -1.042
1.589 -0.590 1.247
-0.130 -0.210 0.045
0.003 -0.339 -0.710
-0.421 0.079 -0.248
0.186 -0.278 0.033
-0.314 -0.028 0.670
-0.615 0.630 1.059
0.982 -0.884 -0.866
0.386 0.127 1.036
-1.013 0.585 -1.083
-0.311 -0.219 -0.153
-0.223 0.588 0.218
0.974 0.505 -0.039
-0.245 -1.071 -0.480
0.479 -0.472 0.582
0.179 0.547 0.104
-0.594 0.081 -0.304
0.203 -0.030 0.329
0.231 -0.063 -0.186
-0.134 -0.503 -0.320
-1.006 0.978 -0.802
-2.483 0.246 0.725
1.448 0.327 -0.604
1.081 0.395 -0.942
-1.110 0.748 -0.132
-0.861 -1.121 2.204
1.433 -0.947 -0.785
0.030 0.122 0.189
0.111 -0.340 0.619
0.621 -0.211 -0.051
0.841 -0.246 -0.156
-0.522 0.498 1.772
2.141 -1.612 -1.712
-1.027 0.011 -1.487
0.922 0.977 -0.215
-1.139 -1.967 0.269
0.327 0.888 1.213
-0.312 0.332 -0.282
-0.238 0.217 -0.244
-0.482 -0.135 -0.131
0.228 0.194 0.656
0.167 0.487 0.146

***

4.
The following is a quantum chemistry calculation of the molecule C3H3Cl2F4N, from OMol25.

Values from the calculation:
LUMO energy, eV: 0.6
Spin multiplicity: 1
Highest occupied orbital energy, eV: -10.226

Last column: Mulliken charge in e.
Cartesian coordinates (Å):
N 1.517 0.438 -0.298  -0.54
C 0.341 -0.056 0.342  -0.12
C -0.498 1.177 0.495  0.39
F -1.308 1.016 1.510  -0.17
F 0.324 2.189 0.824  -0.21
Cl -1.551 1.698 -0.877  -0.10
C -0.488 -1.331 -0.358  0.59
F -0.385 -1.534 -1.654  -0.21
F -0.085 -2.578 0.224  -0.28
Cl -2.213 -1.307 0.053  -0.13
H 2.268 -0.235 -0.385  0.24
H 1.306 1.062 -1.182  0.24
H 0.773 -0.540 1.305  0.31

Cartesian forces, eV/Å:
-0.264 0.903 -2.800
1.677 -2.690 -0.993
-0.503 0.732 0.692
-1.188 -0.021 1.497
-0.402 0.453 -0.198
0.954 -0.140 -0.009
-0.268 -1.264 2.115
0.691 0.772 -0.400
0.441 2.071 -0.580
-0.197 0.039 -0.035
-0.202 0.185 -0.450
0.895 -2.106 2.219
-1.636 1.067 -1.058

***

| no. | HOMO-LUMO gap (eV) |
| --- | --- |
| 1 | 10.6 |
| 2 | 10.1 |
| 3 | 9.0 |
| 4 | 10.8 |